Entry from the OMol25 dataset: a molecular structure, C16H21N3O2SW (wB97M-V/def2-TZVPD).

Values from the calculation:
Total charge: +4
Strongest force on any atom: 12.201 eV Å⁻¹
Energy relative to the best compared isomer or geometry (same formula, charge and spin): 0.0 kcal per mole
<S²>: 2.01
Frontier orbital gap (spin up / spin down): 7.190 / 6.818 eV
Lowest unoccupied orbital energy (spin up / spin down): -15.281 / -15.643 eV
2S+1: 3

Each line ends with the Löwdin charge.
Geometry (Å):
N1 -1.222 -1.186 0.483  0.084
C1 -2.128 -1.905 0.341  -0.157
C2 -3.361 -2.635 0.353  0.031
H1 -3.572 -2.963 1.386  0.138
H2 -3.270 -3.517 -0.303  0.132
H3 -4.177 -1.985 -0.010  0.133
N2 1.542 0.415 -2.472  0.045
C3 1.649 0.726 -3.585  -0.090
C4 1.728 1.288 -4.904  0.037
H4 1.665 0.471 -5.643  0.133
H5 2.693 1.811 -5.022  0.140
H6 0.897 1.997 -5.066  0.136
N3 1.184 0.684 1.067  0.049
C5 1.820 1.093 1.955  -0.146
C6 2.383 1.771 3.087  0.028
H7 2.435 2.856 2.887  0.136
H8 3.400 1.383 3.270  0.131
H9 1.754 1.583 3.975  0.130
W1 0.962 -0.826 -0.729  1.523
C7 0.368 2.362 -0.733  -0.034
O1 0.398 3.390 -0.234  0.133
C8 -1.100 0.337 -1.609  -0.052
O2 -2.192 0.701 -1.673  0.164
C9 0.825 -2.891 -1.102  -0.129
C10 0.953 -2.684 0.280  -0.161
C11 1.956 -1.864 0.804  -0.157
C12 2.899 -1.269 -0.062  -0.127
C13 2.809 -1.522 -1.438  -0.143
C14 1.762 -2.306 -1.968  -0.142
H10 -0.013 -3.472 -1.500  0.174
H11 0.308 -3.217 0.972  0.163
H12 2.035 -1.736 1.879  0.166
H13 3.680 -0.623 0.328  0.172
H14 3.576 -1.108 -2.080  0.169
H15 1.659 -2.448 -3.043  0.173
C15 -2.661 1.122 3.292  -0.273
S1 -1.873 1.619 1.762  1.044
C16 -3.159 2.707 1.157  -0.267
H16 -2.097 0.275 3.698  0.065
H17 -3.697 0.816 3.114  0.092
H18 -2.616 1.960 3.997  0.099
H19 -3.952 2.118 0.683  0.094
H20 -3.546 3.300 1.993  0.096
H21 -2.703 3.372 0.415  0.067